Computed, not measured: C36H30As3F18HgN6O12 as an isolated structure at a distorted geometry, with wB97M-V/def2-TZVPD.

The geometry in XYZ format:
```
106
Properties=species:S:1:pos:R:3
Hg -0.03504 -0.85770 -0.49361
As 0.90955 -4.81954 -0.32976
F 2.00130 -4.50843 1.06889
F 0.99289 -6.63604 -0.23091
F -0.23109 -4.81320 -1.72373
F 0.83437 -3.11848 -0.51786
F 2.37580 -4.90577 -1.35160
F -0.47641 -4.97180 0.70411
As -3.30241 -3.20613 -0.82146
F -4.93306 -3.90600 -1.10444
F -2.88440 -4.58485 0.19978
F -1.66201 -2.45033 -0.70804
F -3.65381 -1.79203 -1.85328
F -3.84850 -2.26273 0.59726
F -2.73654 -4.19248 -2.28454
As 0.15851 -1.92149 -4.39256
F -0.74358 -0.32641 -4.64433
F 1.71540 -1.04617 -4.78290
F 0.98062 -3.43394 -3.87129
F -1.38885 -2.63751 -3.85170
F -0.16866 -2.48539 -6.02111
F 0.39471 -1.30749 -2.65130
C -5.45247 2.19434 -4.77897
C -5.33029 2.98398 -3.69984
C -4.29342 2.68813 -2.75090
C -3.47692 1.54322 -2.88923
C -3.69042 0.73045 -4.01666
C -4.62765 1.12197 -4.99731
N -2.48947 1.17824 -1.84125
O -1.77240 0.15380 -1.89503
O -2.47883 1.95858 -0.84175
H -6.26578 2.44277 -5.44472
H -5.92509 3.86781 -3.52243
H -4.26452 3.27778 -1.84652
H -3.18525 -0.22411 -4.01288
H -4.64721 0.48792 -5.87138
C 2.46514 -2.81748 6.34798
C 3.06530 -2.61462 5.06359
C 2.30108 -2.63343 3.87952
C 0.92434 -2.75697 4.00163
C 0.31143 -2.84492 5.25069
C 1.08371 -2.92915 6.47277
N 0.04557 -2.79718 2.79381
O 0.37620 -2.01775 1.83691
O -0.89287 -3.64168 2.76630
H 3.11635 -2.89479 7.20608
H 4.13568 -2.49750 4.98007
H 2.81400 -2.52904 2.93484
H -0.76589 -2.92032 5.24019
H 0.66158 -3.04330 7.46028
C -5.76863 2.78233 2.70992
C -4.63963 3.13543 1.97832
C -3.49577 2.36832 2.02698
C -3.50341 1.12000 2.51915
C -4.62466 0.70685 3.30563
C -5.77262 1.54600 3.33523
N -2.30521 0.23702 2.37998
O -1.61962 0.26264 1.35777
O -2.07394 -0.59283 3.24674
H -6.64527 3.40394 2.81716
H -4.54394 4.04034 1.39661
H -2.63105 2.90341 1.66319
H -4.75931 -0.27173 3.74227
H -6.65423 1.29463 3.90618
C 7.25360 -1.34279 -2.14531
C 6.05284 -1.79884 -2.69851
C 4.85226 -1.58788 -2.01854
C 4.84461 -1.02301 -0.69722
C 6.06187 -0.67289 -0.10041
C 7.28871 -0.80116 -0.77995
N 3.55184 -0.93100 -0.01208
O 3.50068 -0.78125 1.22149
O 2.47003 -0.99492 -0.68807
H 8.18023 -1.33907 -2.70004
H 5.98244 -2.11106 -3.73000
H 3.95783 -1.93421 -2.51499
H 6.03663 -0.45371 0.95682
H 8.20931 -0.53959 -0.27947
C 0.55806 4.63834 -5.23465
C -0.40000 3.81174 -4.64085
C 0.10695 2.86679 -3.79023
C 1.40213 2.82354 -3.40801
C 2.37959 3.62226 -3.99265
C 1.93077 4.60920 -4.93982
N 1.83357 1.74759 -2.45577
O 0.95124 1.36614 -1.66055
O 2.98501 1.39343 -2.40126
H 0.13863 5.45038 -5.81003
H -1.46498 3.95797 -4.74489
H -0.56027 2.09091 -3.44496
H 3.41912 3.49514 -3.72882
H 2.67370 5.13708 -5.51931
C 1.78950 2.41656 5.93913
C 1.50282 3.52718 5.10575
C 1.14591 3.39200 3.81434
C 1.22490 2.14818 3.18031
C 1.49742 1.02870 3.95110
C 1.80990 1.18748 5.29489
N 0.80585 1.97840 1.79088
O 0.94622 0.86544 1.23428
O 0.39174 2.92347 1.16501
H 1.92089 2.35043 7.00907
H 1.50222 4.49884 5.57721
H 0.84775 4.29114 3.29564
H 1.41437 0.07662 3.44807
H 2.00075 0.39723 6.00586
```

The calculation puts the largest force on an atom at 0.08394 hartree/bohr. The HOMO-LUMO gap (alpha / beta) comes out at 3.61 / 7.42 eV. Its charge is -2. Its multiplicity is 2.

Atom charges from the Mulliken analysis, given in e for atoms 1 to 99: 3.629, 1.778, -0.544, -0.543, -0.488, -0.469, -0.509, -0.410, 1.829, -0.526, -0.472, -0.584, -0.415, -0.473, -0.496, 1.908, -0.529, -0.536, -0.493, -0.441, -0.491, -0.503, -0.281, -0.595, -0.579, 0.121, -0.098, -0.931, 0.585, 0.181, -0.535, 0.353, 0.404, 0.366, 0.395, 0.435, -0.540, -0.592, -0.033, 0.219, -0.442, -0.793, 0.602, -0.188, -0.468, 0.379, 0.397, 0.278, 0.453, 0.379, -0.544, -0.525, -0.011, 0.027, -0.795, -0.401, 0.711, -0.045, -0.558, 0.386, 0.389, 0.413, 0.418, 0.361, -0.298, -0.802, 0.046, -0.120, -0.401, -0.627, 0.984, -0.525, -0.902, 0.380, 0.373, 0.437, 0.425, 0.388, -0.412, -0.674, 0.515, -0.395, -0.396, -0.692, 0.865, -0.121, -0.571, 0.329, 0.464, 0.118, 0.457, 0.380, -0.732, -0.235, -0.712, -0.404, 0.356, -0.231, 0.954